C14H34N2O11S | ωB97M-V with the def2-TZVPD basis set

```
! wB97M-V def2-TZVPD RIJCOSX def2/J DEFGRID3
* xyz 0 1
C -2.202 0.120 5.247
C -2.318 0.418 3.633
C -2.883 1.820 2.958
C -3.010 2.092 1.329
C -2.519 0.931 0.280
C -1.910 -0.477 0.936
C -1.382 -1.589 -0.196
C 0.226 -1.208 -0.436
C 1.265 -1.900 0.677
C 2.857 -1.551 0.482
C 3.326 -0.540 -0.732
N 4.797 -0.134 -0.944
S 4.795 0.993 -2.319
N 3.078 1.080 -2.781
C 2.333 0.183 -1.818
C 0.746 -0.194 -1.650
C -1.821 -0.752 2.565
H -3.162 -0.404 5.704
H -1.250 -0.546 5.506
H -2.084 1.139 5.845
H -3.228 2.722 3.653
H -3.420 3.129 0.929
H -2.590 1.128 -0.879
H -2.010 -1.536 -1.182
H -1.412 -2.689 0.254
H 0.821 -2.584 1.533
H 3.657 -2.006 1.213
H -0.015 0.277 -2.417
H -1.404 -1.747 3.022
O -3.633 -2.607 -2.008
H -3.194 -3.414 -2.315
H -4.568 -2.754 -2.217
O 4.784 -2.477 -2.985
H 5.544 -2.051 -3.409
H 4.662 -1.976 -2.165
O 8.538 1.595 -2.380
H 7.729 1.104 -2.173
H 8.298 2.520 -2.219
O 0.553 -0.431 6.688
H 1.348 -0.977 6.777
H 0.331 -0.189 7.599
O -5.203 3.685 -0.309
H -5.964 4.116 0.108
H -5.547 3.377 -1.161
O 0.836 1.386 3.042
H 1.274 0.578 2.734
H -0.099 1.239 2.832
O -7.991 4.064 1.132
H -8.479 4.471 1.864
H -8.079 3.112 1.293
O 1.393 3.343 -1.256
H 1.170 2.965 -0.392
H 1.949 2.666 -1.670
O 2.485 -2.242 -5.457
H 2.716 -2.723 -4.648
H 2.569 -1.309 -5.207
O 1.561 -4.979 -1.402
H 2.321 -4.553 -1.826
H 1.439 -4.477 -0.582
O 0.852 0.375 -5.908
H 0.388 -0.464 -6.050
H 0.734 0.852 -6.743
*
```

Calculated values
DFT total energy, eV: -51389.745
SMILES: Cc1cccc(Cc2ccc3nsnc3c2)c1.O.O.O.O.O.O.O.O.O.O.O
Largest force on an atom, eV Å⁻¹: 6.0
Lowest unoccupied orbital energy, eV: -2.076
HOMO level, hartree: -0.302